# 1
A molecular structure, C14H36FNO3Si2, computed with the ωB97M-V functional and the def2-TZVPD basis.

## Properties
- HOMO energy: -0.3905 hartree
- LUMO: -0.1 eV

Structure (XYZ):
```
57
Properties=species:S:1:pos:R:3:forces:R:3:nbo_charge:R:1
O 2.7880 4.7094 -0.6376 0.5389 -0.1393 0.2515 -0.233
N 3.7494 4.0768 -0.7993 -0.2325 0.0490 -0.1673 0.390
O 4.2915 3.5745 0.4374 -0.5528 0.0962 -0.1448 -0.761
Si 4.6745 1.9373 0.3708 -0.1838 0.2933 0.2617 1.869
C 3.2357 0.9710 1.0597 0.1514 -0.0492 -0.4244 -0.955
C 2.0688 0.8661 0.0925 -0.0239 0.2390 0.7266 0.055
F 2.5146 0.5534 -1.1827 0.0065 -0.1387 -0.1412 -0.372
O 5.9658 1.7316 1.3576 0.0543 -0.3309 -0.4372 -1.232
Si 7.1382 0.6232 0.9592 0.1700 0.1119 0.3919 1.209
H 4.9762 1.6110 -1.0267 0.1338 -0.0223 -0.0367 -0.217
H 3.5650 -0.0327 1.3302 0.1315 -0.0503 0.0715 0.240
H 2.9155 1.4731 1.9718 -0.0935 0.0061 0.1379 0.259
H 1.5324 1.8123 0.0472 -0.0821 0.0774 -0.2069 0.165
H 1.3829 0.0926 0.4330 -0.1744 -0.1118 -0.2400 0.171
H 8.3010 1.3576 0.4296 0.0714 -0.1041 0.0013 -0.191
H 6.6204 -0.3181 -0.0557 -0.0154 0.0116 -0.0454 -0.203
H 7.4637 -0.1381 2.1787 0.1071 0.0297 -0.0205 -0.193
C -0.5053 0.3265 -2.7522 -0.1704 0.0030 -0.0784 -0.606
C -1.8098 -0.4614 -2.6661 0.0768 0.0449 0.0907 -0.400
C -1.6814 -1.7573 -1.8668 -0.0457 -0.0270 -0.0138 -0.397
C -0.6977 -2.7747 -2.4467 0.0401 0.0222 0.0154 -0.398
C -0.9943 -3.2088 -3.8809 -0.0412 -0.0739 0.0193 -0.398
C -2.3419 -3.9078 -4.0396 0.0619 0.0516 -0.0530 -0.610
H 0.2779 -0.2373 -3.2590 0.0336 0.0028 0.0267 0.206
H -0.6525 1.2552 -3.3049 0.0365 0.0227 0.0115 0.210
H -0.1431 0.5844 -1.7555 0.0383 -0.0195 0.0073 0.195
H -2.1783 -0.6725 -3.6734 -0.0158 -0.0263 0.0015 0.195
H -2.5714 0.1624 -2.1900 -0.0198 0.0087 -0.0181 0.200
H -2.6698 -2.2157 -1.7725 0.0022 -0.0156 0.0015 0.199
H -1.3671 -1.5144 -0.8465 0.0003 0.0157 -0.0006 0.199
H -0.6944 -3.6594 -1.8020 -0.0029 -0.0177 -0.0082 0.199
H 0.3164 -2.3680 -2.4013 -0.0013 0.0118 0.0036 0.202
H -0.2021 -3.8869 -4.2078 0.0120 0.0085 -0.0179 0.202
H -0.9483 -2.3462 -4.5510 0.0128 0.0162 0.0064 0.194
H -2.3947 -4.7968 -3.4079 -0.0209 0.0063 0.0268 0.201
H -2.4977 -4.2228 -5.0720 -0.0113 -0.0184 -0.0022 0.209
H -3.1712 -3.2527 -3.7697 -0.0102 -0.0011 0.0139 0.200
C -0.2729 2.0378 2.7313 0.0217 -0.1143 0.0967 -0.611
C -0.7370 0.5852 2.7996 0.0294 0.0775 -0.0960 -0.400
C -1.7533 0.2230 1.7170 0.0091 -0.0543 0.0103 -0.399
C -3.0664 1.0036 1.7768 0.0146 0.0443 -0.0112 -0.398
C -3.8234 0.8839 3.0982 -0.0529 -0.0672 -0.0238 -0.398
C -4.2570 -0.5427 3.4244 0.0207 0.0822 0.0446 -0.610
H -1.0928 2.7402 2.8822 -0.0282 -0.0100 -0.0109 0.207
H 0.4753 2.2425 3.4984 0.0254 0.0311 -0.0221 0.211
H 0.1722 2.2489 1.7575 -0.0211 0.0806 -0.0081 0.193
H -1.1456 0.3754 3.7912 -0.0219 -0.0221 -0.0032 0.199
H 0.1320 -0.0702 2.6871 0.0051 -0.0138 0.0429 0.196
H -1.9625 -0.8489 1.7719 -0.0099 -0.0026 -0.0108 0.203
H -1.2984 0.3882 0.7337 0.0108 0.0089 0.0010 0.197
H -3.7120 0.6551 0.9646 -0.0153 -0.0071 0.0007 0.202
H -2.8732 2.0600 1.5717 0.0104 0.0026 -0.0026 0.201
H -4.7093 1.5215 3.0475 -0.0002 0.0172 0.0155 0.203
H -3.2150 1.2779 3.9169 0.0141 0.0151 -0.0056 0.193
H -4.8997 -0.9423 2.6375 0.0182 -0.0234 -0.0189 0.202
H -4.8161 -0.5750 4.3600 -0.0158 -0.0147 0.0008 0.210
H -3.4016 -1.2110 3.5325 0.0042 -0.0128 -0.0101 0.200
```
Positions in Å, forces in eV/Å.

# 2
A molecular structure, C38H22F9N2O6PTi in a non-equilibrium geometry, computed with the ωB97M-V functional and the def2-TZVPD basis.

## Properties
- HOMO energy (spin up / spin down): -0.2425 / -0.3441 hartree
- LUMO (spin up / spin down): -0.9 / -0.9 eV
- 2S+1: 3

Structure (XYZ):
```
79
Properties=species:S:1:pos:R:3:forces:R:3:mulliken_spin:R:1
Ti -0.5916 1.2445 0.9267 0.2170 -1.0969 0.1662 1.051
O 1.8434 0.2112 4.1351 -0.0084 0.0512 -0.0247 0.060
C 1.3528 0.6281 2.9578 0.0725 -0.0263 -0.0202 0.226
O 0.0727 0.6510 2.7714 0.1445 0.1446 -0.4308 0.055
C 2.2167 1.0224 1.9179 0.3603 0.0820 -0.0128 0.167
C 3.6302 1.1355 1.8542 -0.0847 -0.0625 0.0807 0.129
C 4.1933 1.5494 0.6731 0.0134 0.0629 -0.1047 -0.005
C 3.4074 1.8595 -0.4643 -0.0303 -0.0121 0.1379 0.207
C 2.0417 1.7384 -0.3289 0.1352 -0.0441 -0.2038 0.011
N 1.5008 1.3462 0.8145 -0.5108 0.1400 -0.0108 0.070
C 0.9863 1.9494 -1.4188 0.1235 -0.1420 0.1721 -0.023
O 1.2921 2.2996 -2.5312 0.0268 0.0310 -0.0669 0.007
O -0.2266 1.6601 -0.9978 0.1617 0.0631 0.3173 0.001
H 1.0877 -0.0012 4.6984 -0.0235 -0.0092 0.0438 0.001
H 4.2396 0.8933 2.7137 -0.0133 -0.0087 0.0002 0.005
H 5.2707 1.6325 0.6022 -0.0011 -0.0100 0.0194 0.003
H 3.8421 2.1664 -1.4038 -0.0099 0.0000 -0.0065 -0.002
O -4.3547 1.8493 0.3335 -0.0530 0.1351 -0.0682 0.008
C -3.2347 1.9022 0.7851 -0.0289 0.1709 0.2518 0.005
O -2.5396 0.9070 1.2471 0.1041 0.1860 -0.3585 -0.009
C -2.5073 3.2598 0.8644 -0.4698 0.2325 0.1149 0.013
C -3.2338 4.4372 0.6001 0.0518 -0.0770 -0.0832 -0.005
C -2.5928 5.6347 0.7008 -0.0250 -0.0308 0.0079 0.005
C -1.2311 5.6781 1.0828 -0.0103 0.0912 -0.0087 -0.003
C -0.5097 6.8908 1.2109 -0.0656 -0.0761 -0.0059 0.001
C 0.7989 6.8758 1.5923 0.0641 -0.0438 0.0228 -0.001
C 1.4438 5.6496 1.8752 -0.0056 0.0624 -0.0079 0.003
C 0.7761 4.4652 1.7612 -0.0910 0.0592 -0.0284 0.006
C -0.5768 4.4602 1.3482 0.1339 -0.0625 0.0453 0.003
N -1.2405 3.2709 1.2250 -0.2142 -0.1671 -0.0598 -0.002
H -4.2712 4.3387 0.3165 0.0066 0.0133 -0.0096 0.001
H -3.1149 6.5619 0.4976 0.0121 0.0085 -0.0001 0.000
H -1.0189 7.8232 1.0012 0.0064 0.0008 -0.0028 0.000
H 1.3502 7.8018 1.6860 -0.0059 0.0002 -0.0008 0.000
H 2.4798 5.6512 2.1876 -0.0047 0.0077 0.0007 0.001
H 1.2623 3.5280 1.9905 0.0107 -0.0270 -0.0106 0.007
F -3.1052 -6.9482 2.1557 -0.0115 -0.0207 -0.0159 0.000
C -2.3450 -6.1596 2.9374 0.0219 0.0064 -0.0114 0.000
F -1.3295 -6.9223 3.3840 -0.0025 -0.0095 0.0150 0.000
F -3.0885 -5.8201 3.9996 -0.0098 -0.0097 0.0352 0.000
C -1.8417 -4.9607 2.1838 -0.0437 0.0618 0.0172 0.000
C -2.3387 -3.6966 2.4532 0.0542 0.0199 -0.0202 0.006
C -1.8677 -2.6094 1.7267 -0.0260 -0.0997 0.0029 0.010
C -0.9187 -2.7970 0.7257 -0.0635 0.0055 0.1828 -0.040
C -0.4276 -4.0743 0.4635 0.0457 0.0148 -0.0293 -0.003
C -0.8843 -5.1533 1.1938 0.0054 -0.0595 -0.0039 -0.001
P -0.4685 -1.3177 -0.2172 0.1475 0.6107 -0.0441 0.025
C -1.4394 -1.5102 -1.7439 -0.0446 -0.0096 0.0137 -0.006
C -2.6352 -0.8063 -1.8227 -0.0561 -0.0042 -0.0290 0.000
C -3.4717 -0.9670 -2.9188 -0.0166 0.0348 0.0000 0.000
C -3.1066 -1.8284 -3.9376 0.0847 -0.0581 0.0106 0.000
C -1.9131 -2.5410 -3.8686 -0.0501 0.0394 0.0090 0.000
C -1.0864 -2.3839 -2.7724 -0.0287 -0.0644 0.0199 -0.002
C -3.9773 -1.9876 -5.1522 -0.0070 0.0076 0.0119 0.000
F -3.5191 -1.2567 -6.1860 0.0079 0.0105 -0.0189 0.000
F -5.2414 -1.6017 -4.9265 -0.0169 0.0042 -0.0027 0.000
F -4.0166 -3.2658 -5.5701 -0.0050 -0.0191 -0.0104 0.000
C 1.2703 -1.5424 -0.6992 0.0023 -0.1725 0.0068 0.003
C 1.7538 -1.1888 -1.9558 -0.0114 0.1095 0.0143 0.009
C 3.1161 -1.2123 -2.2141 0.0295 -0.0220 -0.0065 0.006
C 4.0022 -1.5857 -1.2161 -0.0627 0.0057 -0.0477 -0.007
C 3.5336 -1.9363 0.0428 0.0127 -0.0219 0.0026 0.002
C 2.1753 -1.9118 0.2972 0.0220 -0.0298 0.0238 0.008
C 5.4765 -1.6261 -1.4960 -0.0184 -0.0066 0.0040 -0.003
F 6.2003 -1.3319 -0.4003 0.0235 0.0143 0.0183 0.001
F 5.8737 -2.8459 -1.9064 0.0066 -0.0127 -0.0059 0.000
F 5.8329 -0.7559 -2.4539 0.0109 0.0177 -0.0122 0.000
H -3.0812 -3.5529 3.2256 0.0045 -0.0214 -0.0021 0.000
H -2.2514 -1.6156 1.9291 0.0120 0.0067 -0.0010 0.000
H 0.3194 -4.2261 -0.3058 0.0008 0.0126 -0.0138 0.000
H -0.5025 -6.1466 0.9958 -0.0058 0.0004 0.0121 0.000
H -2.9410 -0.1463 -1.0209 0.0268 0.0236 0.0157 -0.002
H -4.4040 -0.4217 -2.9685 0.0047 -0.0059 -0.0085 0.000
H -1.6397 -3.2236 -4.6621 -0.0137 0.0084 -0.0128 0.000
H -0.1668 -2.9526 -2.7216 0.0058 0.0012 0.0252 0.000
H 1.0801 -0.8501 -2.7320 -0.0180 -0.0106 0.0120 0.002
H 3.4821 -0.9172 -3.1883 0.0123 0.0070 0.0133 -0.003
H 4.2278 -2.2094 0.8264 0.0044 0.0019 -0.0121 0.010
H 1.8206 -2.1652 1.2903 -0.0229 -0.0137 -0.0134 -0.012
```
Positions in Å, forces in eV/Å.

# 3
A molecular structure, C22H16N5O2ReS, computed with the ωB97M-V functional and the def2-TZVPD basis.

## Properties
- HOMO energy: -0.5421 hartree
- Total charge: +2
- LUMO: -8.1 eV

Structure (XYZ):
```
47
Properties=species:S:1:pos:R:3:forces:R:3:nbo_charge:R:1
Re 0.0438 -0.0145 0.1997 0.2624 0.1171 0.2893 1.080
N -3.4976 -0.9747 2.5419 -0.0033 -0.0480 -0.0180 -0.742
C -2.2663 -0.8861 2.0536 0.0227 -0.0256 0.1271 0.309
S -2.1623 -0.7214 0.2187 -0.2047 0.0635 0.0310 0.451
N -1.2173 -0.9019 2.8014 0.0015 -0.0057 -0.0788 -0.337
N -0.0453 -0.7725 2.0986 0.1605 -0.0931 0.1555 -0.198
C 1.0417 -1.2305 2.6068 -0.0690 0.0687 0.0081 0.095
C 2.1758 -1.2852 1.6901 0.0240 -0.0177 -0.0238 0.159
C 3.4273 -1.7553 2.0342 -0.0581 0.0348 -0.0312 -0.183
C 4.4004 -1.8547 1.0456 -0.0247 0.0115 -0.0104 -0.082
C 4.0962 -1.4874 -0.2572 0.0005 0.0041 0.0157 -0.220
C 2.8284 -1.0169 -0.5418 0.0188 0.0519 -0.0110 0.105
N 1.8868 -0.9124 0.4082 0.2230 -0.0574 -0.0174 -0.459
H -4.3090 -1.0082 1.9474 0.0046 0.0343 0.0021 0.430
H -3.6323 -1.0131 3.5424 -0.0043 -0.0070 0.0013 0.443
H 1.0715 -1.6277 3.6139 -0.0051 -0.0085 0.0013 0.255
H 3.6350 -2.0401 3.0560 -0.0071 -0.0036 0.0110 0.262
H 5.3879 -2.2188 1.2948 0.0092 -0.0033 -0.0048 0.261
H 4.8295 -1.5541 -1.0478 0.0034 0.0004 0.0010 0.267
H 2.5390 -0.6941 -1.5337 0.0082 -0.0198 -0.0023 0.243
O 0.0167 2.8887 2.8855 -0.0755 0.0334 -0.0506 -0.461
C 0.1071 3.0085 1.7042 0.2333 -0.0601 0.1390 0.681
N 0.2459 1.8994 0.7970 -0.3144 0.1597 -0.1532 -0.708
C 0.3057 2.3990 -0.4942 -0.0963 0.0190 -0.0874 0.689
O 0.3443 1.5235 -1.3895 0.0939 -0.1562 0.0037 -0.591
C 0.2473 3.8433 -0.5006 0.0703 0.0563 0.0176 -0.115
C 0.2641 4.7696 -1.5320 0.0339 -0.0007 0.0393 -0.142
C 0.1738 6.1071 -1.1706 -0.0006 0.0112 0.0166 -0.172
C 0.0685 6.4899 0.1677 0.0077 -0.0020 -0.0211 -0.128
C 0.0463 5.5542 1.2010 -0.0052 -0.0552 -0.0405 -0.146
C 0.1372 4.2270 0.8426 -0.0781 0.0654 -0.0175 -0.125
H 0.3480 4.4662 -2.5661 -0.0036 -0.0032 -0.0113 0.250
H 0.1857 6.8703 -1.9363 -0.0042 -0.0039 -0.0080 0.248
H -0.0008 7.5431 0.4050 0.0026 -0.0018 0.0068 0.247
H -0.0424 5.8528 2.2363 -0.0020 0.0000 0.0065 0.256
C -0.6950 -1.7186 -0.2230 -0.2075 -0.1306 -0.2221 -0.131
C -0.6993 -3.1457 -0.2352 -0.0074 -0.0305 -0.0502 -0.139
C -1.7078 -3.9154 0.3671 0.0075 -0.0286 -0.0715 -0.153
C -1.6039 -5.2912 0.3866 -0.0017 0.0082 -0.0036 -0.202
C -0.5165 -5.9131 -0.2194 -0.0144 -0.0064 0.0059 -0.114
C 0.4748 -5.1638 -0.8441 0.0106 0.0076 -0.0085 -0.207
C 0.3928 -3.7863 -0.8492 -0.0282 -0.0045 0.0561 -0.143
H -2.5734 -3.4386 0.8090 0.0035 0.0228 0.0049 0.213
H -2.3764 -5.8852 0.8544 -0.0013 -0.0054 0.0020 0.246
H -0.4509 -6.9928 -0.2192 0.0002 -0.0059 0.0014 0.246
H 1.2998 -5.6601 -1.3359 0.0059 -0.0008 0.0037 0.244
H 1.1454 -3.1946 -1.3525 0.0082 0.0155 -0.0035 0.218
```
Positions in Å, forces in eV/Å.

# 4
2 unconnected molecules or ions with the total composition C9H14 in a non-equilibrium geometry, computed with the ωB97M-V functional and the def2-TZVPD basis.

## Properties
- HOMO energy: -0.3364 hartree
- LUMO: 0.9 eV
- Structure (SMILES): Cc1ccccc1.CC

Structure (XYZ):
```
23
Properties=species:S:1:pos:R:3:forces:R:3:nbo_charge:R:1
C 0.0396 -2.3063 -1.3282 4.4415 2.1691 2.9808 -0.619
C -0.6268 -1.8331 -0.0038 0.1391 -0.6380 -0.2092 -0.012
C -0.0935 -2.0148 1.2768 3.1558 -1.9105 -0.1065 -0.215
C -0.7715 -1.8019 2.4595 -1.1322 0.5336 1.0462 -0.213
C -2.1763 -1.4500 2.4086 2.8804 0.4428 3.1744 -0.218
C -2.6370 -1.1783 1.2109 -3.2766 -0.3960 -3.5174 -0.218
C -1.9055 -1.3766 0.0417 -0.3778 0.3344 -0.3997 -0.206
H 0.9051 -3.0333 -1.0544 -1.0081 1.5361 -0.2534 0.210
H 0.4832 -1.4759 -1.9918 -0.7798 -1.1520 1.1609 0.223
H -0.5121 -2.9276 -1.8785 -2.9248 -1.9682 -2.2172 0.212
H 0.9561 -2.5351 1.2706 -1.8129 1.3431 0.4703 0.206
H -0.2611 -1.8484 3.4493 -0.3973 -0.3236 -1.0202 0.220
H -2.8069 -1.1751 3.2789 0.7665 -0.7509 -0.3520 0.221
H -3.7424 -1.0861 1.0375 1.1034 0.5930 0.3701 0.208
H -2.3940 -1.2052 -0.8724 -0.7727 0.1963 -1.1298 0.199
C 2.5083 3.0410 -0.8300 -1.0611 -2.1210 -0.4131 -0.628
C 1.4149 3.7874 -1.5895 -0.4207 0.6957 1.3616 -0.616
H 3.5441 3.0238 -1.0489 1.0013 0.8190 -1.5062 0.213
H 2.5355 3.4686 0.1195 -0.2220 -0.0143 2.0931 0.206
H 2.3185 1.9352 -0.8238 -0.2445 0.9269 0.5397 0.203
H 1.7522 4.2195 -2.5010 -0.0245 0.4771 -0.7528 0.208
H 0.5058 3.2238 -1.7279 0.0847 -0.8560 -0.5904 0.211
H 0.9639 4.5483 -0.9031 0.8823 0.0635 -0.7291 0.203
```
Positions in Å, forces in eV/Å.